{
  "formula": "C54H45N2O2P2PdSSi",
  "method": "ωB97M-V with the def2-TZVPD basis set",
  "e_above_lowest_ev": 3.0370,
  "orbital_gap_ev": 5.78,
  "spin_multiplicity": 1,
  "charge": -1,
  "e_tot_ev": -104574.5644,
  "lumo_energy_ev": 2.44,
  "homo_energy_ev": -3.33,
  "species": ["Pd", "O", "S", "C", "C", "C", "C", "C", "C", "P", "C", "C", "C", "C", "C", "C", "C", "C", "C", "C", "C", "C", "C", "C", "C", "C", "C", "C", "P", "C", "C", "C", "C", "C", "C", "C", "C", "C", "C", "C", "C", "H", "H", "H", "H", "H", "H", "H", "H", "H", "H", "H", "H", "H", "H", "H", "H", "H", "H", "H", "H", "H", "H", "H", "H", "H", "H", "H", "H", "C", "C", "C", "C", "C", "C", "Si", "C", "C", "C", "C", "C", "C", "H", "H", "H", "H", "H", "H", "H", "H", "H", "H", "H", "N", "C", "O", "C", "C", "C", "C", "N", "C", "H", "H", "H", "H", "H", "H"],
  "coordinates": [[-0.2979, 1.2155, -0.9670], [-3.1386, 1.2450, 1.6975], [-2.4719, 2.2725, 0.8807], [-0.7332, 2.2550, 1.3758], [-0.0585, 3.4134, 0.9737], [1.0982, 3.7958, 1.6149], [1.5710, 3.0278, 2.6741], [0.9043, 1.8858, 3.0681], [-0.2842, 1.4878, 2.4514], [-1.2417, 0.0319, 3.0690], [0.0398, -1.2653, 3.0796], [-0.1852, -2.3694, 3.9018], [0.6917, -3.4361, 3.8933], [1.8080, -3.4090, 3.0687], [2.0120, -2.3335, 2.2207], [1.1195, -1.2752, 2.2097], [-1.1356, 0.4688, 4.8719], [-2.2512, 1.1118, 5.3990], [-2.3295, 1.4165, 6.7467], [-1.2857, 1.0833, 7.5942], [-0.1651, 0.4526, 7.0794], [-0.0921, 0.1404, 5.7333], [-2.4942, 1.5763, -0.8107], [-3.1981, 2.3793, -1.7176], [-3.8562, 1.8045, -2.7823], [-3.8184, 0.4237, -2.9462], [-3.0890, -0.3696, -2.0854], [-2.4294, 0.1809, -0.9820], [-1.5419, -0.8453, 0.2614], [-2.9635, -1.6868, 1.0485], [-4.2671, -1.2257, 0.9327], [-5.2873, -1.8304, 1.6439], [-5.0217, -2.9210, 2.4542], [-3.7234, -3.3935, 2.5685], [-2.6982, -2.7680, 1.8857], [-1.0895, -2.1882, -0.9352], [-1.5988, -3.4839, -0.9237], [-1.2437, -4.3899, -1.9099], [-0.3854, -4.0170, -2.9291], [0.1299, -2.7311, -2.9500], [-0.2204, -1.8301, -1.9633], [-0.4934, 4.0084, 0.1719], [1.6379, 4.6767, 1.3034], [2.4735, 3.3279, 3.1882], [1.3035, 1.2958, 3.8804], [-1.0616, -2.3844, 4.5383], [0.5074, -4.2973, 4.5226], [2.5091, -4.2338, 3.0734], [2.8644, -2.3098, 1.5569], [1.2677, -0.4544, 1.5247], [-3.0646, 1.3549, 4.7283], [-3.2136, 1.8997, 7.1420], [-1.3507, 1.3005, 8.6530], [0.6549, 0.1903, 7.7352], [0.7821, -0.3764, 5.3631], [-3.2556, 3.4475, -1.5400], [-4.4119, 2.4181, -3.4756], [-4.3831, -0.0407, -3.7438], [-3.0763, -1.4417, -2.2243], [-4.4867, -0.3792, 0.2991], [-6.2951, -1.4429, 1.5656], [-5.8226, -3.3994, 3.0033], [-3.5084, -4.2499, 3.1952], [-1.6817, -3.1256, 1.9882], [-2.3010, -3.7920, -0.1635], [-1.6590, -5.3903, -1.8919], [-0.1248, -4.7185, -3.7098], [0.7919, -2.4275, -3.7486], [0.1700, -0.8061, -1.9886], [5.0049, -2.4604, -1.3544], [5.0468, -1.7326, -0.1774], [4.1425, -0.7066, 0.0310], [3.1875, -0.3630, -0.9196], [3.1745, -1.0968, -2.0977], [4.0639, -2.1367, -2.3167], [2.0149, 1.1240, -0.5721], [3.1411, 2.5836, -1.1659], [4.5234, 2.4417, -1.2203], [5.3571, 3.5299, -1.4052], [4.8221, 4.7968, -1.5645], [3.4487, 4.9574, -1.5496], [2.6279, 3.8602, -1.3539], [5.7058, -3.2699, -1.5199], [5.7859, -1.9733, 0.5788], [4.1821, -0.1473, 0.9553], [2.4594, -0.8546, -2.8704], [4.0297, -2.7057, -3.2387], [2.4454, 1.3321, 0.8769], [4.9506, 1.4565, -1.1058], [6.4326, 3.4075, -1.4219], [5.4713, 5.6529, -1.6932], [3.0194, 5.9425, -1.6916], [1.5549, 4.0061, -1.3296], [-1.9576, -0.8057, -6.7404], [-0.6865, -0.2995, -6.6588], [0.0993, -0.4562, -7.5782], [-0.3905, 0.4729, -5.4433], [0.9355, 0.6584, -5.0036], [1.1837, 1.4583, -3.9193], [0.1000, 2.0756, -3.2517], [-1.1562, 1.9551, -3.7213], [-1.3818, 1.1546, -4.7418], [-2.1719, -1.3929, -7.5305], [-2.5178, -0.9121, -5.9144], [1.7413, 0.1802, -5.5398], [2.1920, 1.6356, -3.5758], [0.2733, 2.9530, -2.6183], [-2.4106, 1.1330, -5.0819]]
}

{
  "formula": "C22H22AsN5O2RhS4",
  "method": "ωB97M-V with the def2-TZVPD basis set",
  "e_above_lowest_ev": 1.2679,
  "orbital_gap_ev": 4.87,
  "spin_multiplicity": 1,
  "charge": -1,
  "e_tot_ev": -141907.9779,
  "lumo_energy_ev": 1.24,
  "homo_energy_ev": -3.63,
  "species": ["Rh", "S", "As", "S", "S", "S", "C", "C", "C", "C", "C", "C", "N", "N", "C", "C", "C", "C", "C", "C", "H", "H", "H", "H", "H", "H", "H", "H", "H", "O", "C", "N", "C", "O", "C", "C", "C", "C", "C", "C", "H", "H", "H", "H", "N", "C", "C", "N", "H", "H", "H", "H", "H", "H", "H", "H", "H"],
  "coordinates": [[0.6338, 0.1438, -0.2684], [3.2552, -0.6311, -3.7748], [3.0023, 0.9251, -2.3906], [2.9036, 0.1031, -0.2767], [0.8361, 1.4858, -2.1517], [4.2228, 2.6206, -2.4834], [0.4438, -5.2165, 1.4643], [1.3323, -4.5157, 0.6586], [1.3358, -3.1292, 0.6562], [0.4544, -2.4530, 1.4894], [-0.4293, -3.1411, 2.3109], [-0.4371, -4.5273, 2.2887], [0.4684, -1.0294, 1.4505], [0.3363, -0.4523, 2.5498], [0.4351, 0.9386, 2.4129], [0.3294, 1.7377, 3.5528], [0.4938, 3.1003, 3.4256], [0.7822, 3.6440, 2.1686], [0.8837, 2.8488, 1.0389], [0.6902, 1.4707, 1.1371], [0.4361, -6.2993, 1.4501], [2.0281, -5.0470, 0.0215], [2.0191, -2.5615, 0.0333], [-1.1043, -2.5822, 2.9457], [-1.1328, -5.0707, 2.9159], [0.1323, 1.2710, 4.5103], [0.4220, 3.7436, 4.2934], [0.9440, 4.7122, 2.0789], [1.1288, 3.2765, 0.0756], [-4.2705, -1.8871, -1.1412], [-3.0304, -2.2245, -1.3453], [-2.0258, -1.4093, -1.3237], [-0.8884, -2.1757, -1.6657], [0.2385, -1.7616, -1.7250], [-1.3152, -3.5933, -1.9090], [-0.6084, -4.7186, -2.2601], [-1.3301, -5.9076, -2.3668], [-2.7000, -5.9439, -2.1275], [-3.4048, -4.7929, -1.7749], [-2.6774, -3.6282, -1.6702], [0.4569, -4.6710, -2.4440], [-0.8177, -6.8210, -2.6405], [-3.2275, -6.8848, -2.2186], [-4.4704, -4.8164, -1.5898], [-4.5712, 0.8421, -0.8965], [-4.2154, 1.8749, 0.0859], [-2.7761, 1.6725, 0.5438], [-1.7661, 1.6524, -0.4921], [-5.5440, 0.9373, -1.1663], [-4.3559, -0.8951, -1.1456], [-4.0254, 0.9913, -1.7388], [-4.8934, 1.7804, 0.9377], [-4.3299, 2.8870, -0.3207], [-2.7161, 0.7261, 1.0926], [-2.5166, 2.4617, 1.2547], [-1.5781, 2.5213, -0.9700], [-1.8336, 0.8810, -1.1422]]
}

{
  "formula": "C12H19N4",
  "method": "ωB97M-V with the def2-TZVPD basis set",
  "e_above_lowest_ev": 2.7132,
  "orbital_gap_ev": [3.89, 8.57],
  "spin_multiplicity": 2,
  "s2": 0.75,
  "e_tot_ev": -18708.2717,
  "lumo_energy_ev": [0.83, 0.80],
  "homo_energy_ev": [-3.06, -7.77],
  "species": ["C", "C", "C", "C", "C", "C", "C", "C", "C", "N", "H", "H", "H", "H", "H", "H", "H", "H", "H", "C", "C", "C", "N", "N", "N", "H", "H", "H", "H", "H", "H", "H", "H", "H", "H"],
  "coordinates": [[-1.0487, 1.9389, -2.1479], [-0.5895, 0.5587, -2.0703], [0.0659, -0.3286, -2.8785], [-1.1017, -0.1500, -0.9588], [-0.6241, -1.5660, -1.0920], [-1.9253, 0.0973, 0.1780], [-0.8515, -2.6126, -0.2071], [-2.2729, -0.8683, 1.0109], [-1.7962, -2.2181, 0.8235], [0.1117, -1.5790, -2.3193], [-0.5331, 2.3910, -3.1449], [-0.7510, 2.6126, -1.3565], [0.5816, -0.1168, -3.7533], [0.2932, -2.4837, -2.8073], [-2.2316, 1.1036, 0.1820], [-0.5070, -3.5971, -0.2396], [-3.0726, -0.8871, 1.7448], [-2.2025, -2.9422, 1.5019], [-2.1398, 2.0522, -2.1874], [0.7640, 1.8623, 2.6154], [0.0384, 0.7800, 3.3324], [1.8953, 0.6444, 0.6476], [0.8580, 1.4370, 1.0864], [2.9207, 0.1747, 1.3918], [2.2469, 0.6458, -0.6614], [0.1365, 2.7531, 2.7320], [1.7577, 2.0988, 2.8382], [0.6887, -0.0649, 3.5704], [-0.8478, 0.3752, 2.8284], [-0.0565, 1.5631, 0.6156], [2.6201, -0.2370, 2.3991], [3.8515, -0.1365, 0.9518], [1.5041, 0.9382, -1.2448], [2.9245, -0.0481, -0.9750], [-0.3001, 1.0485, 4.3430]]
}

{
  "formula": "C32H32O5PRuSe",
  "method": "ωB97M-V with the def2-TZVPD basis set",
  "e_above_lowest_ev": 0.0000,
  "orbital_gap_ev": [7.38, 6.53],
  "spin_multiplicity": 2,
  "s2": 0.76,
  "e_tot_ev": -121159.0202,
  "lumo_energy_ev": [-0.17, -0.96],
  "homo_energy_ev": [-7.55, -7.49],
  "species": ["Ru", "C", "O", "C", "C", "C", "C", "C", "C", "O", "C", "O", "C", "H", "H", "H", "H", "H", "H", "H", "H", "H", "O", "C", "O", "C", "P", "C", "C", "C", "C", "C", "C", "C", "C", "C", "C", "C", "C", "H", "H", "H", "H", "H", "H", "H", "H", "H", "H", "H", "H", "C", "C", "C", "C", "C", "C", "Se", "C", "C", "C", "H", "H", "H", "H", "H", "H", "H", "H", "H", "H", "H"],
  "coordinates": [[-0.5709, 0.3338, -0.0235], [6.2365, -0.2337, -0.1725], [5.8521, 0.0300, 1.1689], [4.5353, 0.0779, 1.4447], [4.2213, 0.3538, 2.7996], [2.9182, 0.4308, 3.1624], [1.8434, 0.2597, 2.2411], [0.5109, 0.2626, 2.7334], [0.2329, 0.3794, 4.2094], [-0.5232, 0.1478, 2.0233], [2.1762, -0.0062, 0.8743], [1.3376, -0.1991, -0.0884], [3.5448, -0.1100, 0.5168], [7.3222, -0.2233, -0.1798], [5.8576, 0.5371, -0.8464], [5.8766, -1.2119, -0.4974], [5.0271, 0.4948, 3.5054], [2.6880, 0.6344, 4.1982], [0.6994, 1.2720, 4.6245], [0.6212, -0.4861, 4.7482], [-0.8421, 0.4384, 4.3554], [3.7517, -0.3058, -0.5242], [-1.5505, -0.3140, -3.9243], [-1.2264, -0.5449, -2.7808], [-0.5248, 0.2656, -2.0307], [-1.6156, -1.8844, -2.1330], [-1.9204, -1.5928, -0.3640], [-3.2340, -0.3476, -0.3141], [-3.9643, 0.0372, -1.4461], [-4.8367, 1.1048, -1.3733], [-4.9950, 1.8047, -0.1795], [-4.2797, 1.4366, 0.9435], [-3.3888, 0.3690, 0.8800], [-2.5420, -3.1398, 0.3358], [-3.6931, -3.1634, 1.1186], [-4.1251, -4.3548, 1.6837], [-3.4134, -5.5260, 1.4721], [-2.2636, -5.5061, 0.6939], [-1.8252, -4.3182, 0.1316], [-0.7339, -2.5299, -2.1778], [-2.4248, -2.3602, -2.6827], [-3.8348, -0.4821, -2.3865], [-5.3911, 1.4034, -2.2534], [-5.6697, 2.6493, -0.1359], [-4.3944, 1.9866, 1.8675], [-2.8358, 0.0783, 1.7648], [-4.2617, -2.2556, 1.2762], [-5.0240, -4.3662, 2.2861], [-3.7543, -6.4545, 1.9109], [-1.7049, -6.4171, 0.5243], [-0.9225, -4.3127, -0.4676], [-5.0707, 5.9730, 0.2641], [-3.8337, 5.1160, 0.2435], [-3.2816, 4.6814, -0.9500], [-2.1203, 3.9093, -0.9948], [-1.5402, 3.5367, -2.3322], [-1.5108, 3.5445, 0.2106], [0.1788, 2.6156, 0.1985], [-2.0671, 3.9512, 1.4339], [-1.4688, 3.5408, 2.7517], [-3.2121, 4.7368, 1.4283], [-5.5760, 5.9595, -0.7017], [-4.8246, 7.0117, 0.4948], [-5.7773, 5.6332, 1.0240], [-3.7566, 4.9547, -1.8872], [-2.2868, 3.6550, -3.1181], [-1.1736, 2.5115, -2.3556], [-0.6967, 4.1911, -2.5668], [-1.4861, 2.4529, 2.8594], [-2.0244, 3.9830, 3.5795], [-0.4237, 3.8431, 2.8306], [-3.6337, 5.0580, 2.3764]]
}

{
  "formula": "C30H45BrN4OP2Re",
  "method": "ωB97M-V with the def2-TZVPD basis set",
  "orbital_gap_ev": [6.07, 4.14],
  "spin_multiplicity": 4,
  "s2": 3.81,
  "charge": 4,
  "e_tot_ev": -130551.5010,
  "lumo_energy_ev": [-12.72, -14.66],
  "homo_energy_ev": [-18.79, -18.80],
  "species": ["C", "C", "C", "C", "N", "C", "C", "C", "C", "C", "C", "C", "C", "C", "Re", "P", "H", "H", "H", "H", "H", "H", "H", "H", "C", "C", "H", "H", "H", "H", "H", "C", "C", "H", "H", "H", "H", "H", "C", "C", "H", "H", "H", "H", "H", "Br", "P", "C", "C", "H", "H", "H", "H", "H", "C", "C", "H", "H", "H", "H", "H", "C", "C", "H", "H", "H", "H", "H", "C", "N", "C", "C", "C", "N", "C", "O", "N", "H", "H", "H", "H", "H", "H", "H"],
  "coordinates": [[0.3059, 4.8725, -1.7861], [-0.0323, 3.7147, -2.5281], [-0.5416, 3.8650, -3.8376], [-0.9072, 5.1672, -4.2595], [-0.7001, 6.2237, -3.4855], [-0.0477, 6.1226, -2.3200], [-0.1359, 2.4306, -1.8373], [-1.1103, 1.4025, -1.9568], [-1.9380, 1.1803, -0.7259], [-1.6196, -0.0770, -0.0949], [-2.3036, -0.3440, 1.2003], [-3.2660, 0.4945, 1.7542], [-3.5889, 1.6831, 1.0297], [-2.9849, 1.9811, -0.1956], [0.1499, 1.0047, -0.6332], [2.2181, -0.1393, 0.0209], [-0.8197, 3.0143, -4.4536], [0.7041, 4.7970, -0.7781], [-1.4114, 5.3308, -5.2235], [0.1626, 7.0470, -1.7619], [-3.2693, 2.8720, -0.7789], [-1.4595, -0.9756, -0.7267], [-4.3247, 2.3751, 1.4413], [-2.0428, -1.2782, 1.7227], [1.4461, -1.1585, 1.3361], [1.9312, -2.5901, 1.5076], [0.3551, -1.1509, 1.1718], [1.6545, -0.5691, 2.2433], [1.4434, -2.9980, 2.4029], [1.6564, -3.2377, 0.6667], [3.0099, -2.6832, 1.6661], [2.6207, -1.1965, -1.3794], [3.7553, -0.6048, -2.2017], [1.7047, -1.2941, -1.9882], [2.8661, -2.1712, -0.9406], [4.0050, -1.3214, -2.9903], [3.4538, 0.3432, -2.6673], [4.6539, -0.4173, -1.6035], [3.7793, 0.3499, 0.8389], [4.7597, -0.7590, 1.2051], [3.4297, 0.8580, 1.7558], [4.2310, 1.1141, 0.1880], [5.6963, -0.2841, 1.5347], [4.3912, -1.3721, 2.0402], [4.9913, -1.4293, 0.3638], [-3.9556, 0.0710, 3.4301], [-1.9676, -3.2896, -1.9485], [-0.3232, -3.5067, -1.2205], [0.1388, -4.9561, -1.4476], [-0.3549, -3.2501, -0.1546], [0.3455, -2.7879, -1.7205], [1.2274, -5.0487, -1.4204], [-0.2700, -5.6335, -0.6925], [-0.2038, -5.3336, -2.4195], [-3.2437, -3.4134, -0.6471], [-4.4600, -4.2997, -0.9885], [-3.5376, -2.3732, -0.4566], [-2.7423, -3.7971, 0.2535], [-5.1273, -4.3876, -0.1198], [-5.0490, -3.8893, -1.8194], [-4.1498, -5.3168, -1.2560], [-2.2656, -1.8058, -2.9430], [-2.9014, -2.2334, -4.2840], [-1.3094, -1.2711, -3.0678], [-2.9305, -1.1477, -2.3593], [-3.2541, -1.3473, -4.8256], [-2.1649, -2.7561, -4.9097], [-3.7560, -2.9076, -4.1161], [-0.8715, 3.4710, 2.9183], [0.2592, 2.7288, 3.4694], [0.4612, 2.7882, 4.8225], [1.4525, 2.0561, 5.3903], [2.2281, 1.2550, 4.5306], [2.1320, 1.3531, 3.1959], [1.0993, 2.0187, 2.6325], [0.8284, 1.9876, 1.3927], [3.0596, 0.3352, 5.0700], [-1.3663, 3.9759, 3.7517], [-1.5948, 2.7938, 2.4508], [-0.5552, 4.2328, 2.2015], [-0.2218, 3.4417, 5.3578], [1.6385, 2.0361, 6.4557], [3.1086, 0.2005, 6.0660], [3.7256, -0.1855, 4.4916]]
}

Number 2 is which compound?
C22H22AsN5O2RhS4